1.
Density functional theory data (the ωB97M-V functional and the def2-TZVPD basis) for a single C4H4BrN molecule.

Its SMILES is C/C(Br)=C/C#N. As for the energy above the lowest of the compared OMol25 structures with the same formula, charge and spin: 44.6 kcal per mole. The value obtained for the HOMO energy is -10.37 eV.

Geometry as XYZ:
```
10
Properties=species:S:1:pos:R:3:forces:R:3
C -1.924098 1.623848 0.021636 7.1 -2.5 0.1
C -0.191364 1.012285 0.053693 -6.5 -1.2 -0.2
C -0.004658 -0.305510 -0.004189 -0.8 -0.4 -1.5
C 1.342130 -1.003116 0.028933 -1.1 0.7 -3.1
N -3.018339 1.906753 -0.000994 -2.3 0.8 0.0
Br -1.479537 -1.553563 -0.403048 1.0 1.0 0.6
H 0.464078 1.792273 0.095915 1.7 1.7 0.3
H 1.265054 -1.517635 0.901476 0.4 -1.9 2.6
H 1.515167 -1.770606 -0.850640 -0.3 2.0 1.7
H 2.031571 -0.184725 0.157222 0.9 -0.2 -0.3
```
Positions in Å, forces in eV/Å.



2.
Density functional theory data (the ωB97M-V functional and the def2-TZVPD basis) for a molecular structure, C4H7O3PtS3Sb.

Its expectation value of S² is 8.785. As for the spin multiplicity: 6. Its total charge is +1. As for the energy above the lowest of the compared OMol25 structures with the same formula, charge and spin: 4.6 kcal per mole. The value obtained for the HOMO energy (spin up / spin down) is -11.47 / -13.09 eV.

Geometry as XYZ:
```
19
Properties=species:S:1:pos:R:3:forces:R:3
Pt -0.839783 1.678498 1.052142 0.1 0.7 0.5
S 1.658976 4.704035 2.907547 -0.1 0.0 0.0
Sb -0.657304 4.721844 2.597637 -0.1 -0.2 0.1
S -1.086033 2.336712 3.202756 0.3 0.2 -0.9
S -0.555525 3.900133 0.256549 -0.1 -0.8 0.4
C 0.683186 -1.981969 0.532283 -0.3 0.2 -0.1
C 0.423144 -1.064455 -0.613074 0.0 -0.5 -0.1
C 0.797095 -1.484876 -1.996295 -0.2 0.1 0.2
O 0.685906 0.248956 -0.307006 -0.1 0.7 0.1
C -2.131139 -0.838731 -0.642875 -2.5 0.1 -0.2
O -2.632822 -1.867668 -0.902851 1.8 0.9 0.3
O -2.182997 0.335717 -0.389442 1.1 -1.0 -0.2
H 1.763406 -2.120241 0.645356 0.1 0.0 0.0
H 0.239369 -2.955990 0.345360 -0.1 0.0 0.0
H 0.296361 -1.579497 1.470137 0.0 0.0 0.0
H 1.888389 -1.532184 -2.079611 0.1 0.0 0.0
H 0.424495 -0.785115 -2.748181 0.0 0.0 0.0
H 0.404372 -2.474569 -2.212700 0.0 0.0 0.0
H 0.820911 0.759399 -1.117740 0.1 -0.1 0.0
```
Positions in Å, forces in eV/Å.



3.
Density functional theory data (the ωB97M-V functional and the def2-TZVPD basis) for a molecular structure, C3H7N.

As for the energy above the lowest of the compared OMol25 structures with the same formula, charge and spin: 117.9 kcal per mole. The value obtained for the HOMO energy is -7.02 eV.

Geometry as XYZ:
```
11
Properties=species:S:1:pos:R:3:forces:R:3
C 1.111957 0.509235 -0.754732 1.4 0.0 1.9
C 0.578577 0.180800 0.495234 0.6 -2.7 -0.3
C -0.593164 -0.688840 0.399179 -0.5 -0.4 0.6
N -1.530712 0.306760 -0.021577 0.4 0.7 -1.0
H 2.096228 0.958873 -0.677554 -0.4 0.8 -0.5
H 0.100008 1.116126 -0.394316 -0.7 1.2 -1.1
H 0.909577 -0.066546 -1.636637 -0.6 -0.1 -0.1
H 1.008541 0.352335 1.467104 0.1 1.0 0.0
H -0.398292 -1.553854 -0.269664 -0.2 0.0 0.1
H -2.468721 -0.085073 -0.028669 -0.1 0.2 0.5
H -0.813995 -1.029812 1.421630 0.1 -0.6 0.0
```
Positions in Å, forces in eV/Å.



4.
Density functional theory data (the ωB97M-V functional and the def2-TZVPD basis) for a molecular structure, C37H35FNP2PdS5Si.

Its expectation value of S² is 2.015. As for the spin multiplicity: 3. Its total charge is -1. As for the energy above the lowest of the compared OMol25 structures with the same formula, charge and spin: 5.0 kcal per mole. The value obtained for the HOMO energy (spin up / spin down) is -4.24 / -4.13 eV.

Geometry as XYZ:
```
83
Properties=species:S:1:pos:R:3:forces:R:3
Pd -2.036114 1.201490 -0.914781 -0.6 -0.1 -0.1
S -6.405429 -3.848255 -3.968157 0.0 -0.1 0.0
C -5.472306 -2.646860 -3.326407 -0.1 0.3 -0.1
S -4.026676 -2.059682 -4.056513 0.1 -0.1 0.0
C -3.643415 -0.799969 -2.899761 -0.2 -0.1 0.0
C -4.517385 -0.676386 -1.861256 0.0 -0.1 -0.2
S -4.310525 0.399841 -0.556007 0.3 0.2 0.2
S -5.881772 -1.772019 -1.902365 0.0 0.0 0.1
S -2.239154 0.151690 -3.104202 0.4 0.2 0.1
C 1.523797 4.410121 -2.270325 0.1 0.3 0.1
Si 0.113588 3.151661 -2.250949 0.3 0.4 0.2
C 1.040784 1.554224 -2.493402 0.1 -0.3 -0.1
C -0.937645 3.585217 -3.726129 -0.1 0.0 -0.3
N -0.846817 3.093038 -0.840652 -0.1 -0.3 0.3
C -0.957084 3.872963 0.269134 0.1 0.1 -0.2
C -0.124260 4.979861 0.567947 0.0 0.0 0.1
C -0.265737 5.734238 1.727662 0.0 0.0 -0.1
C -1.246220 5.447178 2.666002 -0.1 -0.1 0.0
C -2.102431 4.375072 2.412191 0.1 0.2 0.0
C -1.945663 3.649457 1.261356 0.2 0.1 -0.2
F -2.800418 2.608571 1.063907 -0.2 -0.1 0.1
H 2.104244 4.293021 -3.195860 -0.1 0.0 0.1
H 2.207973 4.264868 -1.423233 -0.1 0.0 -0.2
H 1.150736 5.442619 -2.237093 0.1 -0.1 0.0
H 1.610698 1.575187 -3.431831 0.0 0.0 0.1
H 0.397034 0.676109 -2.516995 0.0 -0.1 0.0
H 1.754694 1.421861 -1.668690 0.0 0.0 -0.1
H -0.389294 3.455102 -4.670078 -0.1 0.0 0.2
H -1.238293 4.637263 -3.645994 0.0 -0.1 0.0
H -1.840632 2.974205 -3.769398 0.0 0.0 0.0
H 0.656580 5.230863 -0.139375 -0.1 0.0 0.1
H 0.408284 6.568568 1.898111 0.0 0.0 0.0
H -1.349577 6.033920 3.570503 0.0 0.0 0.0
H -2.888593 4.093832 3.104372 0.0 0.0 -0.1
C 0.789716 -1.333381 0.925013 0.0 0.3 -0.5
P -0.756255 -0.295618 0.577071 -0.2 -0.5 0.4
C -0.566965 0.751150 2.085082 0.1 -0.1 0.0
C -1.252074 0.713850 3.297297 0.0 0.2 -0.1
C -0.889692 1.560425 4.342729 0.0 -0.1 -0.1
C 0.157863 2.454738 4.194501 0.1 0.0 0.0
C 0.828541 2.526558 2.980899 0.0 0.0 0.0
C 0.460894 1.691275 1.937374 0.0 -0.1 0.0
C -1.939751 -1.695049 0.778652 -0.1 0.0 0.0
C -2.532497 -2.181996 1.943627 0.1 -0.1 -0.1
C -3.397635 -3.269877 1.900811 0.0 0.0 0.0
C -3.671280 -3.903716 0.698220 0.0 0.0 0.0
C -3.067577 -3.449216 -0.465717 0.0 0.0 0.0
C -2.216937 -2.355211 -0.424387 0.0 0.0 0.1
P 1.226708 -2.703843 -0.254603 -0.1 0.0 0.0
C 2.531374 -1.934709 -1.305217 0.0 0.1 0.2
C 3.672567 -1.318758 -0.780948 0.0 0.0 -0.1
C 4.623156 -0.760116 -1.621432 0.0 -0.1 0.0
C 4.456263 -0.825644 -3.003853 0.0 0.0 0.1
C 3.339304 -1.447244 -3.533942 -0.1 0.0 0.0
C 2.378356 -1.993109 -2.686104 -0.1 0.0 -0.1
C 2.291145 -3.744900 0.836981 0.1 0.0 0.0
C 2.067712 -3.903483 2.203783 0.0 -0.1 0.0
C 2.837731 -4.785203 2.957847 0.0 0.0 -0.1
C 3.840029 -5.531071 2.357273 0.0 0.0 0.0
C 4.064847 -5.395906 0.991306 0.0 0.0 0.0
C 3.296368 -4.517643 0.241761 0.0 0.0 0.0
H 0.551942 -1.772100 1.891626 0.0 0.0 0.0
H 1.637338 -0.664218 1.054359 0.1 0.1 0.1
H -2.101989 0.071123 3.431639 -0.1 -0.1 0.0
H -1.444060 1.525436 5.273943 0.0 0.0 0.0
H 0.432361 3.115273 5.009674 0.0 0.0 -0.1
H 1.612703 3.259752 2.831823 0.0 0.0 0.0
H 0.956748 1.784511 0.973364 0.0 0.0 0.1
H -2.339402 -1.727120 2.897386 0.1 0.1 0.2
H -3.864578 -3.616341 2.816413 0.0 0.0 0.0
H -4.360209 -4.739221 0.663743 0.0 0.0 0.0
H -3.281716 -3.927866 -1.415474 0.0 0.0 0.0
H -1.791569 -1.980199 -1.346174 0.1 0.0 0.0
H 3.823065 -1.289078 0.294096 0.0 0.0 0.0
H 5.499442 -0.278880 -1.202156 0.0 0.0 0.0
H 5.198754 -0.386561 -3.661475 0.0 0.0 0.0
H 3.200826 -1.494158 -4.608265 0.0 0.0 0.1
H 1.495803 -2.469925 -3.102782 0.1 0.1 0.0
H 1.283639 -3.344609 2.700786 0.1 -0.1 0.0
H 2.649938 -4.884790 4.021097 0.0 0.0 -0.1
H 4.439177 -6.216492 2.945560 0.0 0.0 0.0
H 4.842818 -5.976946 0.507997 0.0 0.0 0.0
H 3.484094 -4.418760 -0.822935 0.0 0.0 0.1
```
Positions in Å, forces in eV/Å.



5.
Density functional theory data (the ωB97M-V functional and the def2-TZVPD basis) for a molecular structure, C17H40EuNP3S.

Its expectation value of S² is 12.051. As for the spin multiplicity: 7. Its total charge is +3. The value obtained for the HOMO energy (spin up / spin down) is -16.79 / -16.78 eV.

Geometry as XYZ:
```
63
Properties=species:S:1:pos:R:3:forces:R:3
Eu 0.066839 0.247805 -1.614253 0.2 0.3 0.5
P -1.640999 2.252165 -0.220375 -0.9 1.3 0.1
P -1.867460 -1.236542 0.236855 -2.2 -2.1 0.1
P 2.184066 2.331261 -1.859548 0.8 0.5 -0.7
H -0.810200 -5.196569 -2.523139 -0.7 0.2 0.2
C 0.020162 -4.603595 -2.840691 6.1 -1.1 5.0
C 1.221846 -4.609168 -1.897456 -6.3 0.7 -6.1
H 1.093713 -4.995850 -0.947115 0.0 -0.5 1.8
C -2.857913 2.481164 -1.590447 0.3 -0.3 -0.1
C -2.790400 2.391165 1.226664 0.5 -0.5 0.2
C -0.903781 3.939227 -0.142817 0.4 -0.3 0.0
C -1.398719 -3.017461 0.297891 0.8 0.2 -0.3
C -2.141923 -1.004198 2.059038 0.9 0.9 0.4
C -3.634302 -1.382595 -0.280846 0.2 0.3 -0.2
C 3.730865 1.363874 -2.116288 -0.4 -0.8 -0.1
C 2.887172 3.754929 -0.934335 -1.3 0.2 1.1
C 1.907844 3.070851 -3.516486 0.0 -0.1 -0.2
H 0.214205 -4.510848 -3.876192 0.0 0.6 -0.9
H 2.127150 -4.270410 -2.322940 1.0 0.3 0.1
H -3.424712 3.400508 -1.385285 0.1 -0.3 -0.2
H -3.536622 1.618228 -1.633466 0.1 0.3 -0.1
H -2.344107 2.572340 -2.562493 -0.3 0.1 0.2
H -3.367275 3.325169 1.122254 0.2 -0.4 0.0
H -2.196127 2.423786 2.159620 -0.4 0.1 -0.4
H -3.471340 1.527858 1.268105 0.1 0.4 0.0
H -1.715282 4.681912 -0.183349 0.3 -0.2 0.0
H -0.207247 4.093216 -0.980724 -0.3 0.1 0.3
H -0.346902 4.039443 0.802692 -0.2 0.1 -0.3
H -2.300527 -3.642553 0.296954 0.2 0.2 0.0
H -0.830466 -3.193864 1.228288 -0.2 0.0 -0.5
H -0.773148 -3.266529 -0.571683 -0.2 -0.2 0.3
H -3.108460 -1.450267 2.346369 0.4 0.1 -0.3
H -2.141227 0.063184 2.315073 -0.1 -0.4 0.2
H -1.331124 -1.515904 2.608947 -0.4 0.3 -0.2
H -4.176533 -2.012228 0.448479 0.3 0.4 -0.4
H -3.667001 -1.842491 -1.280107 -0.1 0.2 0.3
H -4.083687 -0.379275 -0.321674 -0.1 -0.4 0.0
H 4.187688 1.647403 -3.072465 0.0 0.0 0.3
H 3.509126 0.277215 -2.168985 0.4 0.6 0.1
H 4.413298 1.559953 -1.288332 0.0 -0.1 -0.1
H 3.330608 4.459692 -1.632695 0.1 0.0 0.0
H 3.645406 3.396941 -0.228157 -0.2 0.1 -0.2
H 2.080791 4.269687 -0.343242 0.9 -0.3 -0.6
H 2.857365 3.535106 -3.829930 -0.4 0.0 0.0
H 1.124209 3.828627 -3.434813 0.1 0.1 -0.1
H 1.600108 2.318635 -4.267185 0.2 0.5 0.5
C 1.531726 -0.966728 -5.203956 -0.4 -3.2 -5.8
C 0.979612 -0.336053 -6.358114 -0.2 -0.1 -0.3
C 1.131188 -0.876238 -7.600620 -0.8 1.3 -1.9
C 1.763970 -2.073335 -7.910581 0.7 0.1 2.7
C 2.181236 -2.770166 -6.751288 0.1 0.1 0.5
C 2.055957 -2.274653 -5.451118 0.1 -0.9 -1.7
S 1.497132 -0.348470 -3.789171 -0.3 2.1 5.6
H -1.710341 -0.957624 -1.765841 0.1 -0.1 0.6
H 0.334240 0.516208 -6.228017 0.2 0.4 0.0
H 0.734778 -0.344288 -8.464866 -0.2 0.2 0.4
H 1.962733 -2.435607 -8.900261 -0.2 -0.1 -0.3
H 2.615516 -3.728408 -6.919275 0.2 -0.7 0.3
H 2.253114 -2.953763 -4.640935 0.5 0.1 0.3
N 1.264072 0.016971 0.502537 -0.7 0.3 0.2
H 0.589500 -0.136392 1.269034 0.7 0.1 -0.3
H 1.760186 0.893070 0.688094 0.0 -0.3 0.1
H 1.930202 -0.740017 0.513663 0.4 -0.3 0.3
```
Positions in Å, forces in eV/Å.



Calculated largest force on an atom in order - 0.147; 0.048; 0.054; 0.013; 0.172 Eh/bohr
Calculated E_tot in order - -75742.427; -52684.105; -4709.043; -127260.107; -77765.792 eV